1.
DFT (ωB97M-V/def2-TZVPD) results for C3H4N2O in the gas phase in a non-equilibrium geometry.

Results
SMILES   NC1=C[C@@H]1N=O
Energy   -8198.0696 eV
Highest occupied orbital energy   -0.3200 Ha
Frontier orbital gap   8.8 eV
Relative energy (zero: lowest compared OMol25 entry of this formula, charge and spin)   134.1 kcal per mole

Each atom is followed by the atoms it is bonded to, with distances in Å.
Geometry (Å):
1 N 1.628 -0.319 -0.571  C2 1.370, H7 1.015, H8 1.017
2 C 0.336 0.060 -0.318  N1 1.370, C3 1.294, C4 1.627
3 C -0.532 1.019 -0.354  C2 1.294, C4 1.467, H9 1.068
4 C -1.237 -0.223 -0.015  C2 1.627, C3 1.467, N5 1.454, H10 1.111
5 N -1.299 -0.722 1.349  C4 1.454, O6 1.209
6 O -0.188 -0.832 1.813  N5 1.209
7 H 2.047 -0.997 0.056  N1 1.015
8 H 2.244 0.479 -0.705  N1 1.017
9 H -0.798 1.980 -0.737  C3 1.068
10 H -2.202 -0.445 -0.519  C4 1.111

=====

2.
DFT (ωB97M-V/def2-TZVPD) results for 2 unconnected molecules or ions with the total composition C8H13N2O3S in a non-equilibrium geometry.

Results
Charge   +1
Energy   -28453.0688 eV
Highest occupied orbital energy   -0.3621 Ha
Frontier orbital gap   4.3 eV
Relative energy (zero: lowest compared OMol25 entry of this formula, charge and spin)   73.4 kcal per mole

Each atom is followed by the atoms it is bonded to, with distances in Å.
Geometry (Å):
1 C -4.030 -1.164 -0.088  C2 1.432, C3 1.378, H15 1.021
2 C -4.155 -0.149 0.914  C1 1.432, C4 1.359, H16 1.112
3 C -3.011 -1.175 -1.017  C1 1.378, C5 1.399, H17 1.086
4 C -3.287 0.891 0.810  C2 1.359, N9 1.335, H18 1.100
5 C -2.126 -0.092 -0.957  C3 1.399, N9 1.384, O13 1.387, S14 2.138
6 C 3.040 0.902 0.993  N10 1.485, H19 1.100, H20 1.038, H21 1.212
7 C 2.383 -1.398 0.898  N10 1.408, H22 1.041, H23 1.104, H24 1.137
8 C 3.292 -0.224 -1.166  N10 1.385, H25 1.099, H26 1.185, H27 1.057
9 N -2.248 0.926 -0.027  C4 1.335, C5 1.384, S14 1.690
10 N 2.862 -0.307 0.149  C6 1.485, C7 1.408, C8 1.385
11 O -1.159 2.771 -1.445  S14 1.424
12 O 0.159 1.504 0.284  S14 1.405
13 O -0.933 0.179 -1.611  C5 1.387, S14 1.696
14 S -0.849 1.602 -0.691  C5 2.138, N9 1.690, O11 1.424, O12 1.405, O13 1.696
15 H -4.737 -1.894 -0.184  C1 1.021
16 H -5.026 -0.113 1.604  C2 1.112
17 H -2.927 -1.898 -1.823  C3 1.086
18 H -3.206 1.783 1.448  C4 1.100
19 H 2.416 1.699 0.562  C6 1.100
20 H 2.671 0.749 1.951  C6 1.038
21 H 4.190 1.277 1.084  C6 1.212
22 H 1.987 -1.102 1.814  C7 1.041
23 H 1.514 -1.798 0.346  C7 1.104
24 H 3.088 -2.290 0.870  C7 1.137
25 H 3.687 -1.201 -1.477  C8 1.099
26 H 2.389 -0.006 -1.901  C8 1.185
27 H 4.015 0.527 -1.337  C8 1.057

=====

3.
DFT (ωB97M-V/def2-TZVPD) results for 2 unconnected molecules or ions with the total composition H5NO in a non-equilibrium geometry.

Results
SMILES   N.O
Energy   -3618.8252 eV
Highest occupied orbital energy   -0.3878 Ha
Frontier orbital gap   11.4 eV
Relative energy (zero: lowest compared OMol25 entry of this formula, charge and spin)   2.2 kcal per mole

Each atom is followed by the atoms it is bonded to, with distances in Å.
Geometry (Å):
1 H -1.012 -0.318 0.206  O7 1.003
2 H -2.223 0.711 -0.017  O7 0.970
3 H 1.597 -0.593 -0.752  N6 1.039
4 H 1.121 0.880 -0.183  N6 1.035
5 H 1.493 -0.316 0.828  N6 1.007
6 N 1.002 -0.137 -0.032  H3 1.039, H4 1.035, H5 1.007
7 O -1.978 -0.227 -0.049  H1 1.003, H2 0.970